Entry 1:
A 2-piece molecular cluster, CH6N2S2 overall. Source: OMol25; level of theory: ωB97M-V/def2-TZVPD.

Structure (XYZ):
```
11
Properties=species:S:1:pos:R:3:nbo_charge:R:1
S 2.89 -3.17 1.19 -0.141
S 3.05 -1.16 0.70 -0.127
H 4.21 -3.41 1.22 0.136
H 1.86 -1.12 0.10 0.132
N -1.92 0.23 -0.33 -0.817
C -1.84 1.59 -0.40 0.274
N -1.14 2.17 -1.29 -0.726
H -1.22 -0.30 -0.83 0.396
H -2.30 -0.14 0.53 0.386
H -2.40 2.15 0.35 0.146
H -1.19 3.17 -1.23 0.342
```

The calculation puts the gap between HOMO and LUMO at 9.009 eV. Its charge is 0. The multiplicity is 1. The electronic energy comes out at -25784.476 eV. Its SMILES is [H]/N=C/N.SS. Its largest force on an atom is 0.65 eV Å⁻¹. The calculation puts the energy relative to the best compared isomer or geometry (same formula, charge and spin) at 41.8 kJ/mol.



Entry 2:
C15H40NaO5 as an isolated structure. Source: OMol25; level of theory: ωB97M-V/def2-TZVPD.

Structure (XYZ):
```
61
Properties=species:S:1:pos:R:3:nbo_charge:R:1
Na 21.52 -10.20 -24.29 0.935
C 22.97 -5.73 -25.20 -0.640
C 22.16 -7.00 -25.37 0.097
C 22.23 -7.53 -26.78 -0.635
O 22.64 -8.04 -24.49 -0.772
H 24.00 -5.85 -25.53 0.221
H 22.92 -5.36 -24.18 0.210
H 22.50 -4.94 -25.79 0.230
H 21.12 -6.77 -25.10 0.157
H 21.49 -8.30 -26.97 0.210
H 23.22 -7.94 -26.98 0.221
H 22.12 -6.74 -27.53 0.228
H 23.06 -7.61 -23.74 0.487
C 19.38 -12.88 -23.42 -0.638
C 20.34 -13.58 -24.34 0.095
C 19.67 -14.13 -25.58 -0.636
O 21.31 -12.57 -24.74 -0.787
H 18.78 -12.11 -23.90 0.213
H 19.90 -12.40 -22.58 0.224
H 18.74 -13.62 -22.94 0.231
H 20.87 -14.40 -23.83 0.180
H 18.93 -14.90 -25.37 0.232
H 20.40 -14.55 -26.28 0.212
H 19.11 -13.36 -26.12 0.209
H 21.94 -12.98 -25.34 0.480
C 19.96 -10.66 -27.66 -0.643
C 18.98 -9.79 -26.90 0.092
C 17.64 -10.49 -26.72 -0.628
O 19.54 -9.50 -25.59 -0.778
H 20.82 -10.14 -28.08 0.221
H 19.46 -11.18 -28.47 0.231
H 20.29 -11.47 -27.00 0.216
H 18.84 -8.84 -27.42 0.176
H 17.78 -11.42 -26.17 0.209
H 17.11 -10.65 -27.66 0.231
H 17.01 -9.88 -26.07 0.209
H 18.97 -8.81 -25.24 0.476
C 25.49 -11.47 -22.82 -0.641
C 24.04 -11.96 -22.76 0.095
C 23.89 -13.07 -21.73 -0.637
O 23.17 -10.89 -22.39 -0.761
H 25.93 -11.43 -21.82 0.210
H 25.62 -10.51 -23.33 0.219
H 26.10 -12.17 -23.39 0.222
H 23.79 -12.34 -23.75 0.175
H 24.23 -12.79 -20.73 0.210
H 24.45 -13.98 -21.96 0.225
H 22.82 -13.27 -21.65 0.216
H 23.43 -10.55 -21.53 0.479
C 18.22 -9.04 -21.41 -0.635
C 19.34 -8.39 -22.20 0.104
C 19.59 -6.95 -21.79 -0.637
O 20.54 -9.19 -22.05 -0.756
H 17.27 -8.52 -21.52 0.221
H 18.45 -9.02 -20.34 0.212
H 18.07 -10.08 -21.68 0.220
H 19.10 -8.43 -23.27 0.154
H 19.93 -6.86 -20.76 0.214
H 18.66 -6.39 -21.88 0.228
H 20.31 -6.50 -22.48 0.213
H 20.88 -8.97 -21.17 0.473
```

The calculation puts the gap between HOMO and LUMO at 11.060 eV. Its charge is +1. The multiplicity is 1. The electronic energy comes out at -30854.663 eV. Its largest force on an atom is 1.94 eV Å⁻¹. The calculation puts the energy relative to the best compared isomer or geometry (same formula, charge and spin) at 0.0 kJ/mol.



Entry 3:
C4H3F5O as an isolated structure. Source: OMol25; level of theory: ωB97M-V/def2-TZVPD.

Structure (XYZ):
```
13
Properties=species:S:1:pos:R:3:nbo_charge:R:1
C 0.95 -0.31 -0.70 -0.552
C -0.11 -1.04 -0.39 0.391
C -1.87 -0.47 0.11 0.634
C -1.80 -0.50 1.63 0.813
O -1.21 0.62 2.02 -0.678
F -0.27 -2.34 -0.41 -0.313
F -1.99 0.71 -0.53 -0.308
F -2.77 -1.31 -0.33 -0.288
F -1.12 -1.59 2.15 -0.342
F -3.03 -0.72 2.24 -0.337
H 1.93 -0.60 -0.96 0.230
H 1.07 0.74 -0.74 0.237
H -0.91 0.56 3.03 0.514
```

The calculation puts the gap between HOMO and LUMO at 10.912 eV. Its charge is 0. The multiplicity is 1. The electronic energy comes out at -19829.122 eV. Its largest force on an atom is 5.28 eV Å⁻¹. The calculation puts the energy relative to the best compared isomer or geometry (same formula, charge and spin) at 73.8 kJ/mol.



Entry 4:
C24H27Br2IrN6O3 as an isolated structure. Source: OMol25; level of theory: ωB97M-V/def2-TZVPD.

Structure (XYZ):
```
63
Properties=species:S:1:pos:R:3:nbo_charge:R:1
Ir 0.20 0.34 0.20 1.327
Br 3.00 6.41 -1.30 0.232
C 2.31 4.74 -0.87 -0.032
C 2.36 4.27 0.44 -0.250
C 1.83 3.02 0.70 0.062
N 1.26 2.25 -0.23 -0.531
C 1.21 2.70 -1.50 0.193
C 1.72 3.94 -1.85 -0.231
C 0.55 1.81 -2.47 0.172
C 0.51 2.06 -3.83 -0.234
C -0.17 1.18 -4.66 -0.017
Br -0.25 1.50 -6.50 0.229
C -0.78 0.07 -4.11 -0.259
C -0.68 -0.13 -2.75 0.078
N -0.02 0.71 -1.94 -0.528
H 2.80 4.86 1.23 0.266
H 1.84 2.64 1.71 0.198
H 1.66 4.30 -2.86 0.257
H 0.99 2.93 -4.25 0.255
H -1.33 -0.63 -4.72 0.267
H -1.13 -0.99 -2.27 0.213
O -1.62 2.15 0.43 -0.766
C -1.51 2.64 1.77 -0.063
C -2.58 2.04 2.65 -0.427
C -2.70 0.53 2.42 -0.455
C -1.55 -0.35 2.85 0.263
C -1.61 -0.88 4.14 -0.234
C -0.74 -1.88 4.54 -0.096
C 0.17 -2.36 3.61 -0.250
C 0.21 -1.77 2.37 0.027
N -0.59 -0.74 1.98 -0.591
H -2.47 2.42 0.06 0.508
H -1.51 3.73 1.79 0.215
H -0.52 2.32 2.12 0.156
H -3.55 2.49 2.42 0.239
H -2.38 2.27 3.70 0.239
H -2.91 0.33 1.37 0.225
H -3.57 0.18 2.98 0.255
H -2.38 -0.52 4.81 0.254
H -0.80 -2.30 5.53 0.260
H 0.82 -3.20 3.83 0.251
H 0.91 -2.12 1.62 0.212
N -2.30 -2.95 -0.52 -0.695
C -1.34 -3.87 -0.73 -0.202
C 0.52 -3.12 -1.00 0.887
O 1.12 -4.04 -1.44 -0.499
O 0.62 -1.97 -0.62 -0.734
H -2.56 -2.69 0.42 0.408
H -2.96 -2.73 -1.24 0.417
H -1.37 -4.40 -1.67 0.248
H -1.00 -4.44 0.13 0.234
C 3.59 -1.60 -0.85 -0.717
C 3.57 -1.03 0.49 0.585
N 2.59 -0.32 1.09 -0.487
C 3.05 0.04 2.28 0.104
C 4.38 -0.48 2.47 0.163
N 4.65 -1.14 1.35 -0.503
H 2.76 -1.23 -1.44 0.284
H 3.52 -2.69 -0.80 0.311
H 4.55 -1.38 -1.34 0.287
H 2.48 0.59 3.01 0.254
H 5.06 -0.40 3.30 0.285
H 5.52 -1.62 1.13 0.480
```

The calculation puts the gap between HOMO and LUMO (spin up / spin down) at 7.703 / 4.486 eV. Its charge is +3. The multiplicity is 6. The electronic energy comes out at -183304.699 eV. Its largest force on an atom is 0.84 eV Å⁻¹.



Entry 5:
An isolated molecule of C3H3N3. Source: OMol25; level of theory: ωB97M-V/def2-TZVPD.

Structure (XYZ):
```
9
Properties=species:S:1:pos:R:3:nbo_charge:R:1
C 1.06 1.09 -0.09 0.230
C -0.55 -0.56 -1.47 0.159
C 0.39 -0.17 0.12 -0.054
N 1.57 2.10 -0.22 -0.232
N -1.19 -0.71 -2.42 -0.372
N -0.33 -0.33 1.30 -0.785
H 1.16 -0.87 -0.14 0.259
H -1.04 0.48 1.48 0.386
H -1.06 -1.03 1.43 0.409
```

The calculation puts the gap between HOMO and LUMO at 11.254 eV. Its charge is 0. The multiplicity is 1. The electronic energy comes out at -7627.022 eV. Its SMILES is N#CC(N)C#N. Its largest force on an atom is 4.12 eV Å⁻¹. The calculation puts the energy relative to the best compared isomer or geometry (same formula, charge and spin) at 243.9 kJ/mol.



Entry 6:
An isolated molecule of C5H10P2S. Source: OMol25; level of theory: ωB97M-V/def2-TZVPD.

Structure (XYZ):
```
18
Properties=species:S:1:pos:R:3:nbo_charge:R:1
C 1.47 0.50 0.41 -0.832
C -1.56 1.07 0.16 -0.585
C -2.82 1.86 -0.10 -0.669
C 1.91 -1.99 0.06 -0.610
C 1.30 -0.72 -0.56 -0.429
P -0.05 1.78 -0.20 0.674
P 3.26 1.13 0.46 0.367
S -1.72 -0.48 1.03 -0.001
H 1.05 0.32 1.35 0.228
H -3.43 1.11 -0.73 0.221
H -2.49 2.65 -0.84 0.233
H -3.17 2.16 0.91 0.243
H 2.89 -1.81 0.53 0.206
H 1.99 -2.68 -0.82 0.210
H 1.21 -2.28 0.83 0.206
H 0.32 -1.06 -0.95 0.222
H 2.01 -0.48 -1.47 0.195
H -2.19 -1.09 -0.04 0.122
```

The calculation puts the gap between HOMO and LUMO (spin up / spin down) at 7.047 / 6.772 eV. Its charge is 0. The multiplicity is 1. The electronic energy comes out at -34755.047 eV. Its largest force on an atom is 3.23 eV Å⁻¹. The calculation puts the energy relative to the best compared isomer or geometry (same formula, charge and spin) at 249.7 kJ/mol.



Entry 7:
C42H46IN3O2PS2Zr as an isolated structure. Source: OMol25; level of theory: ωB97M-V/def2-TZVPD.

Structure (XYZ):
```
98
Properties=species:S:1:pos:R:3:lowdin_charge:R:1
Zr 0.56 0.47 0.33 1.408
O -2.60 -0.72 3.29 0.082
C -3.01 0.54 3.56 -0.242
C -3.99 0.66 4.55 -0.002
C -4.48 1.90 4.89 -0.059
C -4.01 3.05 4.26 -0.078
C -3.03 2.94 3.30 -0.023
C -2.51 1.69 2.93 -0.081
C -1.45 1.64 1.91 -0.421
O -1.05 0.45 1.46 -0.263
N -0.94 2.75 1.50 0.030
N 0.13 2.62 0.61 -0.259
C 0.56 3.76 0.19 -0.909
S -0.14 5.26 0.74 0.990
C 0.81 6.28 -0.44 -0.495
C 2.16 5.64 -0.66 -0.481
S 1.89 3.86 -0.93 0.917
H -1.97 -0.70 2.56 0.068
H -4.35 -0.24 5.02 0.125
H -5.24 1.98 5.66 0.112
H -4.41 4.02 4.53 0.106
H -2.64 3.82 2.80 0.107
H 0.90 7.27 -0.01 0.087
H 0.24 6.34 -1.37 0.081
H 2.82 5.76 0.20 0.087
H 2.65 6.03 -1.55 0.088
I 3.37 0.24 -0.86 1.145
C 3.82 -0.68 1.02 -0.543
C 4.84 -1.58 1.07 -0.136
C 5.21 -2.11 2.32 -0.063
C 4.60 -1.66 3.46 -0.017
C 3.56 -0.70 3.40 -0.166
C 2.99 -0.15 4.58 -0.019
C 2.01 0.79 4.50 -0.054
C 1.49 1.17 3.24 -0.107
C 1.97 0.66 2.05 -0.263
C 3.09 -0.23 2.14 -0.273
H 5.36 -1.89 0.17 0.104
H 6.00 -2.84 2.37 0.113
H 4.91 -2.02 4.43 0.120
H 3.37 -0.48 5.54 0.120
H 1.60 1.24 5.40 0.111
H 0.67 1.89 3.25 0.088
C 1.22 1.31 -3.77 -0.145
C -0.26 1.67 -3.60 -0.519
C -1.04 1.18 -4.82 -0.102
P -0.86 1.05 -1.93 1.075
C -2.40 2.07 -1.53 -0.498
C -3.39 1.26 -0.69 -0.092
C -3.11 2.71 -2.72 -0.103
C -1.47 -0.65 -2.13 -0.293
C -2.53 -0.98 -2.97 -0.061
C -3.03 -2.27 -3.07 -0.261
C -4.14 -2.61 -4.03 -0.041
C -2.43 -3.25 -2.28 -0.014
C -1.39 -2.95 -1.43 -0.001
C -0.87 -1.65 -1.33 -0.305
N 0.21 -1.36 -0.48 -0.185
C 1.12 -2.43 -0.22 -0.269
C 1.30 -2.93 1.08 -0.202
C 0.48 -2.42 2.24 -0.016
C 2.19 -3.97 1.29 -0.007
C 2.91 -4.54 0.26 -0.264
C 3.86 -5.69 0.49 -0.040
C 2.74 -4.03 -1.02 -0.002
C 1.86 -2.99 -1.28 -0.235
C 1.71 -2.49 -2.69 -0.054
H 1.62 1.79 -4.67 0.090
H 1.35 0.23 -3.89 0.064
H 1.82 1.64 -2.93 -0.028
H -0.34 2.76 -3.52 0.099
H -1.01 0.10 -4.89 0.080
H -0.57 1.59 -5.71 0.090
H -2.08 1.51 -4.81 0.058
H -2.00 2.88 -0.92 0.079
H -4.05 0.68 -1.33 0.082
H -4.01 1.94 -0.09 0.094
H -2.91 0.56 -0.01 0.057
H -3.64 1.97 -3.33 0.069
H -2.44 3.28 -3.36 0.068
H -3.87 3.40 -2.33 0.091
H -2.99 -0.20 -3.56 0.097
H -4.70 -1.72 -4.31 0.078
H -4.82 -3.34 -3.59 0.083
H -3.73 -3.05 -4.94 0.087
H -2.80 -4.27 -2.32 0.123
H -0.95 -3.73 -0.81 0.126
H -0.45 -2.98 2.32 0.104
H 0.24 -1.37 2.14 0.020
H 1.03 -2.56 3.18 0.093
H 2.31 -4.36 2.30 0.125
H 3.99 -5.88 1.56 0.078
H 4.83 -5.48 0.05 0.082
H 3.47 -6.59 0.03 0.087
H 3.30 -4.46 -1.85 0.127
H 2.62 -2.67 -3.26 0.088
H 1.48 -1.43 -2.71 0.013
H 0.88 -3.00 -3.20 0.095
```

The calculation puts the gap between HOMO and LUMO at 6.995 eV. Its charge is +1. The multiplicity is 1. The electronic energy comes out at -93204.799 eV. Its largest force on an atom is 2.26 eV Å⁻¹. The calculation puts the energy relative to the best compared isomer or geometry (same formula, charge and spin) at 64.6 kJ/mol.



Entry 8:
A 8-piece molecular cluster, C16H46ClO15S7 overall. Source: OMol25; level of theory: ωB97M-V/def2-TZVPD.

Structure (XYZ):
```
85
Properties=species:S:1:pos:R:3:lowdin_charge:R:1
Cl 0.45 -0.01 -0.53 0.605
O 0.71 -0.65 -1.80 -0.368
O -0.96 0.31 -0.45 -0.378
O 0.81 -0.91 0.55 -0.386
O 1.25 1.18 -0.47 -0.371
O -1.02 -5.45 -1.84 -0.267
S -2.13 -4.57 -1.79 0.540
O -2.98 -4.45 -2.91 -0.269
O -3.00 -5.08 -0.57 -0.254
C -4.19 -4.37 -0.23 -0.279
C -5.40 -5.20 -0.58 -0.073
C -1.56 -2.96 -1.28 -0.104
H -4.24 -3.40 -0.72 0.110
H -4.20 -4.22 0.85 0.110
H -5.60 -5.27 -1.65 0.077
H -6.31 -4.77 -0.13 0.077
H -5.28 -6.23 -0.25 0.083
H -0.92 -2.63 -2.08 0.068
H -1.08 -2.98 -0.31 0.059
H -2.48 -2.37 -1.23 0.061
O -1.98 -4.70 2.22 -0.268
S -1.40 -4.39 3.47 0.537
O -1.83 -5.01 4.68 -0.263
O 0.15 -4.60 3.38 -0.243
C 0.74 -4.42 2.06 -0.248
C 2.21 -4.70 2.21 -0.065
C -1.53 -2.64 3.71 -0.113
H 0.56 -3.45 1.59 0.102
H 0.29 -5.18 1.41 0.121
H 2.36 -5.66 2.70 0.082
H 2.68 -3.94 2.85 0.079
H 2.73 -4.74 1.26 0.086
H -1.23 -2.12 2.81 0.066
H -0.88 -2.40 4.55 0.068
H -2.57 -2.46 3.98 0.074
C -3.10 3.40 0.00 -0.268
S -3.07 5.16 -0.41 0.804
O -4.13 5.75 0.45 -0.567
C -1.46 5.44 0.34 -0.266
H -3.76 2.91 -0.72 0.042
H -3.52 3.33 1.00 0.050
H -2.14 2.88 -0.08 0.034
H -1.09 6.43 0.09 0.050
H -0.79 4.71 -0.11 0.043
H -1.44 5.26 1.42 0.053
C -1.84 4.62 -4.97 -0.272
S -0.44 4.08 -3.99 0.805
O -0.32 5.11 -2.92 -0.552
C -1.29 2.65 -3.33 -0.248
H -1.61 5.60 -5.39 0.049
H -2.74 4.71 -4.36 0.056
H -2.01 3.91 -5.78 0.052
H -0.65 2.07 -2.67 0.037
H -1.55 2.01 -4.17 0.062
H -2.17 2.92 -2.74 0.042
C -1.04 2.18 2.89 -0.246
S 0.52 2.68 3.65 0.790
O 0.24 3.68 4.71 -0.560
C 0.87 1.14 4.49 -0.272
H -1.61 3.09 2.71 0.034
H -1.65 1.70 3.67 0.058
H -0.80 1.46 2.11 0.039
H 0.07 1.04 5.23 0.054
H 1.83 1.11 4.98 0.048
H 0.85 0.33 3.76 0.043
C 4.19 1.08 -2.63 -0.285
S 4.44 2.00 -4.12 0.814
O 5.08 1.06 -5.08 -0.566
C 2.75 2.11 -4.68 -0.281
H 3.46 0.26 -2.67 0.060
H 3.80 1.76 -1.85 0.049
H 5.14 0.76 -2.20 0.038
H 2.15 1.19 -4.62 0.063
H 2.80 2.45 -5.71 0.047
H 2.17 2.85 -4.11 0.016
C 4.16 -0.10 0.93 -0.256
S 5.93 0.04 1.23 0.804
O 6.60 0.05 -0.08 -0.550
C 5.89 1.74 1.82 -0.273
H 3.56 0.26 1.77 0.049
H 3.94 -1.16 0.82 0.050
H 3.93 0.46 0.03 0.027
H 5.76 2.46 1.01 0.061
H 6.85 1.90 2.30 0.039
H 5.09 1.92 2.53 0.047
```

The calculation puts the gap between HOMO and LUMO at 8.719 eV. Its charge is -1. The multiplicity is 1. The electronic energy comes out at -136410.438 eV. Its largest force on an atom is 1.87 eV Å⁻¹.